9
Properties=species:S:1:pos:R:3:forces:R:3:mulliken_charge:R:1 method="wB97M-V/def2-TZVPD" gap_ha=0.3968 mol_weight_g_mol=70.1 homo_ev=-17.2 de_lowest_kj_mol=251.4 total_charge=+1
C -0.38229 0.67554 0.03547 0.046 -3.106 0.657 -0.258
C -0.84061 -0.82040 -0.04605 -1.978 0.602 -3.047 -0.041
C 1.09525 0.46658 -0.09902 -1.768 0.220 0.260 0.021
N 1.34850 -0.77296 -0.11889 3.470 -0.314 -0.665 -0.224
O 0.17617 -1.54925 -0.18500 -0.768 0.687 1.083 0.016
H -0.81018 1.56358 -0.38461 -0.925 -0.034 -0.218 0.439
H -1.86188 -1.43830 -0.21511 2.164 1.917 1.006 0.400
H 1.83270 1.29654 -0.10831 -0.276 -1.097 0.117 0.386
H -0.55765 0.57867 1.12152 0.035 1.125 0.806 0.261

=====

47
Properties=species:S:1:pos:R:3:forces:R:3:mulliken_charge:R:1 method="wB97M-V/def2-TZVPD" gap_ha=0.2908 mol_weight_g_mol=695.3 homo_ev=-15.2 de_lowest_kj_mol=0.0 total_charge=+2
Ta 0.50648 -0.32303 0.24143 -0.176 -0.096 -0.199 0.905
N -3.03873 1.78414 -1.19071 -0.004 -0.006 0.003 -0.292
C -1.59142 1.71105 -1.65651 -0.006 0.006 0.004 0.741
C -1.38209 2.57166 -2.89380 0.004 0.000 -0.003 -1.600
P -0.54160 2.18188 -0.19585 -0.037 -0.004 0.023 0.691
O -0.82874 3.70731 -0.07164 -0.029 -0.014 -0.022 -0.582
O -0.98479 1.29109 0.94513 0.021 -0.052 -0.003 -0.458
O 0.87984 1.74268 -0.49486 0.093 -0.020 0.013 -0.486
P -1.20897 -0.09562 -1.89421 -0.057 0.020 0.035 0.631
O -2.14185 -0.44804 -3.09200 0.001 0.018 0.009 -0.587
O 0.27959 -0.27377 -2.04529 0.095 -0.011 0.058 -0.367
O -1.55199 -0.72617 -0.55187 0.002 0.006 -0.021 -0.462
H -3.16533 1.20854 -0.34670 -0.002 0.001 0.000 0.296
H -3.67658 1.44184 -1.91733 0.003 -0.002 -0.001 0.405
H -3.31034 2.74849 -0.97211 0.006 0.002 0.002 0.406
H -1.59624 3.62109 -2.68827 -0.001 -0.001 0.003 0.450
H -2.00701 2.23121 -3.72041 0.002 -0.001 0.000 0.452
H -0.34119 2.49717 -3.20876 0.000 0.000 -0.002 0.415
H -0.44935 4.21413 0.66416 0.005 0.003 0.005 0.432
H -2.13836 -1.34491 -3.46332 -0.002 -0.006 -0.001 0.436
S 1.54387 -0.22732 2.32931 0.030 0.008 0.041 -0.365
C 0.06729 -1.20082 2.47125 0.050 -0.022 0.029 0.557
C -0.89895 -0.82162 3.43002 -0.047 0.000 0.019 -0.568
C -2.05430 -1.54295 3.57675 0.034 0.010 -0.010 0.533
C -3.02865 -1.13804 4.54940 -0.022 -0.006 -0.001 -0.439
N -3.81782 -0.78538 5.30416 0.010 0.010 0.007 -0.359
C -2.30676 -2.65768 2.73093 0.022 -0.010 -0.022 0.529
C -1.40515 -3.00608 1.75858 -0.033 -0.021 -0.013 -0.583
C -0.19276 -2.30042 1.61489 0.041 0.061 0.014 0.383
S 0.86637 -2.66560 0.25616 -0.041 0.094 0.036 -0.375
C -3.53763 -3.38586 2.85108 -0.017 0.016 0.023 -0.416
N -4.53516 -3.94844 2.92413 0.006 -0.014 -0.016 -0.355
H -0.71197 0.03674 4.06018 -0.003 -0.002 0.002 0.602
H -1.61677 -3.83298 1.09500 -0.008 0.001 0.004 0.608
C 3.98255 1.24268 0.23575 0.018 -0.022 -0.014 -1.165
As 3.06870 -0.25086 -0.57676 0.070 0.052 0.004 0.606
C 4.14089 -1.78637 -0.12990 -0.003 -0.001 -0.004 -1.127
C 3.27297 0.00952 -2.47248 -0.005 -0.011 -0.009 -1.135
H 4.98083 1.31803 -0.19318 -0.006 -0.010 -0.014 0.460
H 4.07007 1.08055 1.30883 -0.010 0.004 0.001 0.420
H 3.42880 2.15701 0.03939 -0.001 0.005 0.007 0.336
H 5.18246 -1.56162 -0.35504 -0.002 0.008 -0.004 0.462
H 3.82076 -2.64518 -0.71646 -0.003 0.001 0.002 0.424
H 4.03113 -2.00767 0.92976 0.001 -0.002 0.000 0.364
H 4.33628 0.05378 -2.70345 0.002 0.007 0.010 0.506
H 2.79032 0.94151 -2.75639 -0.001 0.000 0.000 0.322
H 2.81131 -0.81568 -3.00896 -0.001 0.001 0.003 0.348

=====

14
Properties=species:S:1:pos:R:3:forces:R:3:mulliken_charge:R:1 method="wB97M-V/def2-TZVPD" gap_ha=0.3272 mol_weight_g_mol=114.1 homo_ev=-8.2 de_lowest_kj_mol=757.3
C 1.21329 0.33418 -0.32165 -1.373 -0.276 0.151 0.247
C 2.21380 -0.32489 0.28066 -1.436 4.954 -0.798 -0.199
C -0.08234 0.15312 -1.08636 1.169 1.867 2.336 -1.081
C -1.40233 0.24402 -0.28831 -0.324 0.540 0.052 -0.085
C -1.56563 -1.13615 0.16861 -1.095 -1.549 -1.691 -0.604
O 1.60259 1.54182 0.22794 -1.618 1.170 -1.380 -0.207
O 2.65811 0.92137 0.84532 1.640 -1.920 0.886 -0.184
O -1.71445 -1.47178 1.37801 0.815 2.222 2.853 -0.128
H -0.12395 0.83032 -1.87250 0.136 1.464 -1.449 0.461
H -0.00113 -0.77406 -1.51108 -0.101 -2.503 -1.094 0.426
H -1.54788 1.04854 0.44042 0.858 0.135 0.554 0.384
H -2.21808 0.51347 -0.99352 0.434 -0.818 0.059 0.270
H 2.53393 -1.18602 0.63815 1.501 -3.827 1.063 0.453
H -1.56595 -0.69394 2.09432 -0.605 -1.460 -1.542 0.246

=====

23
Properties=species:S:1:pos:R:3:forces:R:3:mulliken_charge:R:1 method="wB97M-V/def2-TZVPD" gap_ha=0.3693 smiles=Cc1ccccc1.CC mol_weight_g_mol=122.2 homo_ev=-9.0 de_lowest_kj_mol=78.9
C -1.53517 0.88155 -2.01760 -1.421 -0.374 -0.570 -1.419
C 0.74807 2.16646 1.33565 0.581 -0.272 -0.449 -0.300
C 1.22084 1.16314 0.47201 -0.719 0.443 1.416 -0.861
C -0.50594 2.70459 1.13985 -0.473 0.003 -0.137 -0.563
C 0.38809 0.63460 -0.49045 0.275 -0.628 0.669 -0.276
C -1.26443 2.24506 0.06978 -0.321 -0.873 0.094 -0.440
C -0.89757 1.14111 -0.68956 1.006 1.628 -0.865 0.654
H 1.45451 2.44953 2.10486 -0.398 0.383 0.253 0.352
H 2.17552 0.76727 0.78994 0.150 -0.347 -0.707 0.366
H -0.99150 3.44097 1.76805 0.509 0.176 0.168 0.357
H 0.72253 -0.26036 -0.98329 0.057 0.100 -0.618 0.659
H -2.21738 2.67503 -0.16829 -0.363 0.388 0.127 0.341
H -1.00783 1.41963 -2.79763 0.719 -0.459 -0.194 0.341
H -2.54307 1.25524 -2.24619 -0.110 0.194 1.100 0.393
H -1.65593 -0.18104 -2.21929 0.581 -0.140 -0.296 0.316
C 0.09092 -2.77630 0.06168 0.723 -0.077 0.655 -0.602
C 1.40346 -2.78872 0.87847 -0.939 -1.266 0.060 -0.912
H -0.71156 -2.54190 0.76076 -0.197 0.487 -0.383 0.237
H 0.21366 -2.08050 -0.75675 -0.656 0.090 -0.115 0.085
H -0.16143 -3.76199 -0.32922 0.292 -0.035 -0.148 0.383
H 2.26898 -2.98677 0.25039 0.137 0.245 0.066 0.282
H 1.28272 -3.64716 1.54804 0.448 0.093 0.151 0.338
H 1.52251 -1.91945 1.51880 0.117 0.240 -0.276 0.267